ORCA calculation (ωB97M-V with the def2-TZVPD basis set) on a 2-piece molecular cluster, C5H5N3O2 overall in a non-equilibrium geometry.

XYZ file:
```
15
Properties=species:S:1:pos:R:3
O -0.8992 -4.2810 3.3019
C -0.9096 -1.8856 0.7605
H 1.3442 -0.6729 -0.1884
C -0.6879 -3.3306 2.7270
H 0.6874 0.1874 -1.6450
N -4.2209 -3.2181 0.2758
N -0.4869 -2.3196 2.1748
O -1.2938 -2.8050 0.0962
C 0.5912 0.0803 -0.5757
C -0.8544 -0.4938 -0.2608
H -0.0207 0.8999 1.3277
H -0.7062 1.7892 -0.1567
H -1.5962 -0.4747 -0.9952
C -0.4011 0.7842 0.3044
N -4.0291 -2.4232 1.0068
```

The LUMO energy comes out at 0.027 hartree. As for the structure (SMILES): O=C=NC(=O)C1CC1.N#N. Its relative energy (zero: lowest compared OMol25 entry of this formula, charge and spin) is 37.56 kcal per mole. The frontier orbital gap comes out at 11.016 eV.